Entry 1:
C5H14 | ωB97M-V/def2-TZVPD

Energy relative to the best compared isomer or geometry (same formula, charge and spin): 29.39 kJ/mol
E_HOMO: -11.33 eV
SMILES string: CCC.CC

Geometry as XYZ:
```
19
C5H14, DFT ωB97M-V/def2-TZVPD
C 0.59824 -2.08795 -1.40767
C -0.90685 -2.30521 -1.48668
H 0.81407 -1.01801 -1.43580
H 1.12057 -2.48101 -0.53828
H 1.05216 -2.50838 -2.30585
H -1.49294 -1.60436 -0.88077
H -1.30332 -3.27354 -1.18177
H -1.24830 -2.10753 -2.50379
C -0.28279 1.13084 0.82582
C 0.20256 2.29986 -0.02994
C 0.37352 1.08199 2.20371
H -1.36647 1.18842 0.92867
H -0.06822 0.22639 0.25329
H 1.28072 2.43976 0.00956
H -0.08434 0.37515 2.90275
H 1.43141 0.86241 2.08709
H -0.40925 3.18630 0.09827
H 0.00951 2.07909 -1.09019
H 0.18769 2.00995 2.75653
```

---

Entry 2:
C5H7OP3 | ωB97M-V/def2-TZVPD

Energy relative to the best compared isomer or geometry (same formula, charge and spin): 36.43 kJ/mol
E_HOMO: -8.99 eV
SMILES string: C[C@@H](O)c1pcpcp1

Geometry as XYZ:
```
16
C5H7OP3, DFT ωB97M-V/def2-TZVPD
C 2.58885 2.09734 -0.81667
C 0.53197 1.84690 -2.81372
C 0.06594 0.84096 -0.11351
C -1.28220 -1.17748 0.48855
C -0.80450 0.23329 1.02715
O 0.09116 0.08028 2.05337
P 2.20846 2.40734 -2.48936
P -0.61531 0.93244 -1.78356
P 1.62941 1.32179 0.47099
H 3.61195 2.27124 -0.56955
H 0.29560 1.71193 -3.93722
H -0.45583 -1.91490 0.33174
H -1.75123 -0.94495 -0.40401
H -2.01869 -1.78986 1.19553
H -1.77214 0.86325 1.26962
H 0.72999 -0.67277 1.88753
```

---

Entry 3:
C24H76ClN8O4 | ωB97M-V/def2-TZVPD

E_HOMO (alpha / beta): -8.73 / -12.47 eV
⟨S²⟩: 0.75
Charge: +2
Multiplicity: 2

Geometry as XYZ:
```
113
C24H76ClN8O4, DFT ωB97M-V/def2-TZVPD
N 9.28521 -9.99800 -25.60295
H 8.77961 -9.74722 -24.76535
H 9.96157 -10.74631 -25.55128
H 9.98831 -9.30802 -25.82584
H 8.71739 -10.05284 -26.43642
N 10.77864 -5.06698 -27.73290
H 11.58003 -4.67018 -28.20241
H 10.99285 -5.72462 -26.99688
H 10.20462 -5.58519 -28.38255
H 10.14067 -4.39679 -27.32800
N 12.73138 -10.81539 -27.63344
H 12.94093 -9.93819 -27.17879
H 12.22070 -11.48232 -27.07262
H 13.57943 -11.19105 -28.03319
H 12.15670 -10.59686 -28.43474
N 13.19534 -10.69529 -21.82489
H 13.16819 -10.80087 -20.82079
H 12.41273 -10.13657 -22.13387
H 13.24731 -11.61136 -22.24703
H 14.08545 -10.25733 -22.01462
Cl 12.37380 -7.61657 -25.22140
O 12.26620 -8.11728 -23.92244
O 11.18193 -7.74718 -26.04617
O 12.81924 -6.25488 -25.25536
O 13.30292 -8.37012 -26.00224
C 10.98941 -3.63825 -31.06559
C 12.15325 -2.81715 -30.31676
N 12.79515 -3.66216 -29.21877
C 13.66344 -2.84257 -28.32136
C 15.00381 -2.45033 -28.89591
C 13.36717 -4.89654 -29.70266
C 14.19017 -5.61050 -28.57930
H 10.18588 -4.03162 -30.44293
H 11.46234 -4.46256 -31.59941
H 10.46771 -2.97925 -31.75958
H 12.79156 -2.41160 -31.10174
H 11.62100 -2.01735 -29.80185
H 13.18783 -1.86543 -28.23714
H 13.63926 -3.13024 -27.27028
H 15.64894 -1.78051 -28.32735
H 15.67998 -3.28425 -29.08423
H 14.86791 -1.93216 -29.84519
H 13.96595 -4.68243 -30.58795
H 12.62495 -5.59784 -30.08393
H 14.45740 -6.62610 -28.87126
H 13.66999 -5.66435 -27.62295
H 15.17379 -5.16915 -28.41870
C 9.44113 -4.75099 -20.54926
C 10.63256 -5.64088 -20.54656
N 11.80320 -4.98799 -19.90701
C 11.64768 -5.27104 -18.46586
C 12.74266 -4.40605 -17.64932
C 13.06773 -5.55212 -20.40358
C 13.31125 -4.86093 -21.77889
H 9.84288 -3.76070 -20.76378
H 8.87129 -4.70095 -19.62143
H 8.67671 -5.05996 -21.26222
H 10.45725 -6.63598 -20.13773
H 10.82121 -5.82233 -21.60466
H 10.64862 -4.98324 -18.13854
H 11.79825 -6.32235 -18.22053
H 13.77090 -4.42532 -18.01050
H 12.50690 -3.35692 -17.47090
H 12.89298 -4.69716 -16.60972
H 13.05120 -6.64059 -20.34819
H 13.92924 -5.21569 -19.82678
H 14.32297 -5.12742 -22.08466
H 13.15320 -3.78370 -21.72698
H 12.72677 -5.21949 -22.62620
C 7.94046 -7.08122 -24.38589
C 7.17268 -8.26827 -23.92098
N 7.98186 -9.30589 -23.18596
C 8.76629 -8.58002 -22.17221
C 9.74427 -9.49259 -21.34333
C 7.07576 -10.35558 -22.62073
C 6.41461 -11.15437 -23.71780
H 8.41550 -6.52471 -23.57797
H 7.27566 -6.31978 -24.79376
H 8.68397 -7.39594 -25.11818
H 6.45683 -7.82839 -23.22661
H 6.49537 -8.51537 -24.73847
H 9.36328 -7.73158 -22.50664
H 8.00845 -8.13399 -21.52814
H 9.19489 -9.80176 -20.45412
H 10.16694 -10.23490 -22.02040
H 10.49188 -8.82101 -20.92124
H 6.40678 -10.01481 -21.83052
H 7.77037 -11.00498 -22.08790
H 5.54103 -10.58113 -24.02823
H 6.00208 -12.06702 -23.28771
H 6.94646 -11.52867 -24.59252
C 7.59475 -3.83751 -26.52358
C 8.55210 -3.24108 -25.45444
N 9.92322 -2.96702 -25.93038
C 9.93332 -2.11923 -27.20585
C 9.47990 -0.67579 -27.15337
C 10.69737 -2.19691 -24.87994
C 11.25635 -3.08735 -23.79088
H 7.47607 -3.27286 -27.44834
H 6.60294 -3.87334 -26.07288
H 7.87398 -4.88799 -26.60496
H 8.10544 -2.40733 -24.91271
H 8.63684 -4.05087 -24.72977
H 9.47262 -2.62059 -28.05702
H 10.98434 -2.12699 -27.49464
H 9.49856 -0.10594 -28.08236
H 9.96783 -0.22042 -26.29160
H 8.46985 -0.54312 -26.76568
H 11.46173 -1.55448 -25.31714
H 10.06648 -1.47386 -24.36296
H 11.57222 -2.52319 -22.91335
H 10.48743 -3.74392 -23.38373
H 12.02804 -3.76976 -24.14713
```